Record 1
{"formula": "H7N4OP", "method": "ωB97M-V with the def2-TZVPD basis set", "gap_ha": [0.2190, 0.2190], "homo_ha": [-0.2414, -0.2414], "multiplicity": 1, "de_lowest_kj_mol": 476.0, "elements": ["N", "N", "N", "N", "O", "P", "H", "H", "H", "H", "H", "H", "H"], "coordinates": [[-0.027, -0.197, 2.144], [0.038, 0.857, -2.692], [0.752, 0.806, 1.577], [-0.529, 0.216, -1.528], [-0.856, -1.499, 0.295], [-0.008, -1.307, -0.964], [-0.685, 0.064, 2.889], [0.467, -0.947, 2.611], [0.808, 0.229, -2.975], [0.465, 1.605, -2.319], [1.711, 0.443, 1.305], [-1.589, 0.342, -1.552], [-0.547, -0.611, 1.208]], "forces_ev_per_angstrom": [[-0.70, -1.20, -0.54], [-1.09, -4.24, -0.94], [2.13, 1.44, -0.84], [-2.30, -1.07, -0.82], [0.03, -0.98, -2.15], [-0.59, 2.01, 1.08], [0.08, 0.92, -0.60], [0.49, -0.59, -0.16], [-0.43, 0.49, -0.27], [2.01, 3.62, 1.44], [-1.55, -0.04, 0.94], [1.93, -0.14, 0.43], [-0.01, -0.23, 2.42]], "nbo_charge": [-0.56, -0.62, -0.85, -0.80, -1.04, 1.33, 0.37, 0.35, 0.33, 0.35, 0.30, 0.40, 0.44]}

Record 2
{"formula": "C3H9S", "method": "ωB97M-V with the def2-TZVPD basis set", "gap_ha": 0.2538, "homo_ha": -0.0933, "multiplicity": 1, "de_lowest_kj_mol": 39.9, "charge": -1, "elements": ["C", "C", "C", "H", "H", "H", "H", "H", "H", "H", "H", "S", "H"], "coordinates": [[1.027, 0.752, 0.592], [0.600, -0.665, 0.225], [-0.841, -0.950, 0.582], [0.356, 1.406, 0.021], [2.050, 1.010, 0.257], [0.967, 0.996, 1.670], [1.320, -1.423, 0.551], [0.755, -0.833, -0.840], [-1.093, -1.996, 0.792], [-1.303, -0.321, 1.391], [-1.429, -0.718, -0.348], [-0.727, 1.054, -2.148], [-1.683, 1.687, -2.746]], "forces_ev_per_angstrom": [[0.25, 0.46, -0.22], [1.15, -0.44, 0.14], [-1.77, 0.15, -0.75], [0.16, 0.11, 0.37], [-0.33, -0.31, 0.11], [-0.10, -0.35, -0.34], [-0.12, -0.01, 1.02], [-0.49, 0.59, -0.34], [0.40, -0.03, 0.22], [0.77, -0.45, -0.54], [0.33, 0.06, 0.94], [0.83, -0.50, 0.14], [-1.07, 0.71, -0.75]], "nbo_charge": [-0.63, -0.41, -0.65, 0.27, 0.19, 0.17, 0.17, 0.22, 0.18, 0.19, 0.27, -1.05, 0.08]}